{
  "formula": "C6H22BO3S3Sn",
  "method": "ωB97M-V/def2-TZVPD",
  "species": ["C", "H", "C", "H", "H", "C", "B", "O", "H", "Sn", "H", "C", "H", "H", "C", "H", "H", "H", "H", "C", "H", "O", "H", "S", "H", "H", "H", "S", "H", "S", "H", "H", "H", "H", "O", "H"],
  "coordinates": [[-7.481, 0.873, 1.819], [1.209, 3.996, -6.589], [-1.866, -3.979, 3.524], [-7.846, -0.062, 1.394], [-0.168, -2.155, 5.205], [6.516, 0.604, -3.983], [1.496, 3.185, -5.938], [4.542, -0.258, -2.337], [-2.180, -4.783, 2.859], [-0.500, 1.313, -1.834], [-8.054, 1.062, 2.727], [-5.334, 2.092, 3.136], [8.242, -1.160, -2.456], [0.265, -0.953, 4.069], [7.289, -1.248, -1.935], [7.060, -2.080, -1.269], [-2.661, -3.242, 3.639], [6.553, 1.541, -3.427], [2.115, 3.555, -5.136], [-0.362, -1.838, 4.180], [5.850, 0.778, -4.829], [-4.880, 0.715, 0.886], [7.491, 0.429, -4.437], [-0.365, -3.137, 2.888], [-7.399, 1.762, 1.194], [-1.351, -1.391, 4.278], [-5.727, 3.051, 2.797], [5.781, -0.877, -3.056], [-4.276, 2.061, 3.395], [-5.652, 0.573, 2.207], [-5.885, 1.995, 4.071], [0.578, 2.754, -5.570], [7.477, -0.533, -1.134], [2.005, 2.330, -6.355], [-0.663, -2.478, 1.536], [-1.821, -4.495, 4.483]],
  "relative_energy_ev": 9.857,
  "homo_lumo_gap_ev": 2.98,
  "total_charge": 1,
  "lumo_energy_ev": -8.085,
  "total_energy_ev": -51714.3064,
  "multiplicity": 1
}



{
  "formula": "C24H24N2O7",
  "method": "ωB97M-V/def2-TZVPD",
  "species": ["H", "H", "C", "C", "H", "H", "H", "C", "C", "C", "C", "N", "H", "C", "H", "C", "C", "O", "H", "O", "H", "H", "O", "C", "C", "O", "C", "C", "O", "H", "H", "H", "H", "H", "C", "C", "H", "N", "H", "H", "H", "O", "O", "C", "H", "H", "C", "C", "H", "C", "C", "C", "C", "C", "H", "H", "C"],
  "coordinates": [[3.313, -1.579, -1.492], [0.410, -1.721, 2.285], [-0.052, -2.458, 0.571], [3.679, -2.657, 0.942], [-1.948, 2.532, -0.783], [-0.594, -2.839, -1.302], [-5.138, -1.728, -0.192], [-4.249, 0.038, -0.641], [-2.585, -1.752, 0.939], [4.691, 1.162, -1.157], [6.145, 3.147, -0.578], [-3.582, 1.198, -0.068], [-1.921, -1.025, 2.818], [6.024, 1.177, 0.987], [-3.367, 4.521, -0.802], [-2.255, -2.425, -0.461], [4.535, -1.586, 1.058], [-3.943, -1.157, 1.361], [-2.137, -1.997, -2.997], [-3.227, -2.524, -1.219], [6.993, 3.170, 1.285], [5.104, 3.119, -2.524], [-3.646, 3.940, 1.063], [-2.902, -2.835, -2.433], [-4.920, -0.788, 0.283], [-4.428, 0.264, -1.693], [5.081, 2.641, -1.566], [-0.334, -1.819, 1.534], [5.197, -1.422, 2.080], [-3.923, -2.911, -3.123], [3.635, 0.538, -2.715], [-3.946, 3.279, 2.705], [-3.917, 0.582, 2.127], [6.382, 4.248, -0.824], [-3.764, 3.590, -0.520], [-1.685, -1.503, 1.814], [3.884, -3.540, 1.974], [3.850, 0.396, -1.868], [-5.244, 2.590, 1.505], [6.029, 0.906, 1.923], [-2.330, -3.832, -2.574], [1.746, -3.221, -1.058], [2.239, -2.563, 1.076], [-3.021, 2.390, -0.704], [-2.394, 1.763, 1.714], [-4.693, 3.549, -0.732], [1.458, -2.643, 0.074], [3.635, -0.632, -0.960], [-5.736, -0.538, 1.084], [-3.560, 1.489, 1.597], [-4.217, 2.815, 1.810], [4.527, -0.705, 0.165], [6.418, 2.482, 0.679], [5.110, 0.757, -0.077], [-3.227, 2.062, -1.633], [3.802, -3.331, -0.243], [-1.002, -2.616, -0.511]],
  "relative_energy_ev": 22.345,
  "homo_lumo_gap_ev": 8.10,
  "total_charge": 0,
  "lumo_energy_ev": -0.549,
  "total_energy_ev": -42569.9064,
  "multiplicity": 1
}



{
  "formula": "C8H8ClN3",
  "method": "ωB97M-V/def2-TZVPD",
  "species": ["C", "C", "H", "C", "C", "N", "H", "C", "C", "N", "C", "H", "H", "H", "Cl", "H", "C", "H", "H", "N"],
  "coordinates": [[2.733, 1.053, -0.095], [-1.871, -0.947, -0.009], [-1.282, 2.172, -0.438], [0.456, -0.556, 0.017], [-1.123, 1.285, 0.187], [-2.893, -1.901, -0.028], [-2.765, -2.819, -0.344], [2.821, -0.332, 0.068], [0.270, 0.786, -0.037], [-0.645, -1.386, 0.020], [1.461, 1.625, -0.096], [1.849, -2.169, 0.364], [-3.653, -1.454, -0.581], [-3.183, 0.605, 0.338], [4.413, -1.149, -0.013], [3.663, 1.545, -0.308], [1.735, -1.144, 0.134], [1.326, 2.668, -0.363], [-1.035, 1.762, 1.265], [-2.275, 0.356, -0.081]],
  "relative_energy_ev": 1.027,
  "homo_lumo_gap_ev": 8.48,
  "total_charge": 0,
  "lumo_energy_ev": 0.596,
  "total_energy_ev": -25418.2319,
  "multiplicity": 1
}



{
  "formula": "C14H42O7",
  "method": "ωB97M-V/def2-TZVPD",
  "species": ["H", "H", "H", "H", "C", "O", "H", "H", "C", "C", "H", "O", "H", "O", "C", "C", "H", "H", "H", "H", "C", "C", "C", "H", "H", "O", "H", "H", "C", "C", "H", "H", "C", "H", "H", "H", "H", "C", "C", "H", "H", "H", "H", "H", "O", "H", "H", "H", "H", "H", "H", "C", "H", "H", "H", "H", "H", "H", "H", "O", "H", "H", "O"],
  "coordinates": [[22.252, -12.285, 1.131], [17.478, -15.020, 2.891], [17.671, -12.653, 4.343], [20.078, -19.372, 0.885], [17.569, -13.626, 0.571], [16.828, -15.713, 3.026], [20.275, -11.444, 2.887], [17.025, -19.014, 3.244], [20.146, -15.987, 1.458], [20.380, -16.088, 5.681], [14.266, -11.944, 3.425], [15.220, -12.029, 3.485], [17.242, -13.873, 3.070], [19.673, -12.988, 0.869], [17.047, -13.506, 4.078], [20.487, -17.453, 1.755], [18.141, -16.942, 3.884], [19.262, -14.815, 3.533], [19.903, -17.730, 2.632], [21.162, -15.510, 6.173], [20.256, -12.505, 3.136], [20.573, -13.330, 1.917], [19.939, -18.321, 0.632], [17.204, -14.378, 4.713], [17.797, -12.885, -0.195], [21.825, -17.750, 1.886], [20.419, -17.128, 6.005], [22.631, -13.688, 2.243], [16.384, -18.133, 3.262], [17.405, -16.978, 3.080], [19.071, -15.869, 1.316], [17.390, -12.492, 2.088], [18.193, -14.951, 0.226], [15.703, -17.903, 4.082], [21.390, -14.229, 4.005], [18.018, -17.122, 2.191], [20.379, -15.395, 2.343], [15.532, -13.172, 4.201], [20.491, -16.013, 4.194], [17.926, -15.785, 0.875], [19.271, -14.896, 0.380], [15.210, -13.128, 5.241], [19.477, -15.634, 6.089], [16.494, -13.806, 0.536], [18.467, -15.071, 3.066], [19.677, -16.482, 3.641], [15.701, -18.224, 2.417], [17.982, -15.291, -0.787], [20.686, -18.131, -0.138], [21.421, -16.538, 3.975], [20.331, -14.308, 2.334], [22.026, -13.312, 1.417], [18.272, -14.327, 2.497], [14.978, -13.894, 3.601], [20.902, -12.636, 4.005], [18.777, -13.139, 1.178], [22.125, -14.008, 0.584], [22.272, -17.233, 1.212], [20.695, -15.615, 0.593], [17.954, -13.233, 1.856], [18.915, -18.099, 0.332], [19.229, -12.781, 3.372], [20.535, -14.629, 3.829]],
  "relative_energy_ev": 22.833,
  "homo_lumo_gap_ev": 8.51,
  "total_charge": 0,
  "lumo_energy_ev": 0.504,
  "total_energy_ev": -29508.6420,
  "multiplicity": 1
}



{
  "formula": "C36H36CrN2O3P2S7",
  "method": "ωB97M-V/def2-TZVPD",
  "species": ["C", "C", "H", "C", "C", "H", "H", "C", "S", "C", "P", "H", "P", "C", "H", "H", "C", "S", "C", "H", "C", "Cr", "C", "C", "C", "C", "H", "C", "H", "O", "C", "C", "C", "H", "H", "C", "H", "H", "S", "H", "N", "H", "H", "C", "H", "H", "O", "O", "C", "C", "S", "C", "H", "H", "C", "H", "C", "H", "H", "H", "S", "C", "H", "C", "S", "C", "C", "N", "H", "H", "C", "H", "C", "H", "H", "C", "C", "H", "H", "H", "S", "C", "H", "H", "H", "C", "C"],
  "coordinates": [[2.112, -2.236, -3.082], [1.909, -0.897, 4.390], [4.211, 1.407, -0.661], [2.589, -4.825, 2.230], [2.831, -3.497, 0.245], [-5.775, 2.852, 0.335], [0.415, 0.081, 3.191], [-0.082, -3.683, -3.984], [3.119, 4.282, -3.637], [-0.661, 3.857, -1.776], [0.907, -1.711, -0.622], [-3.445, 6.270, -1.662], [1.669, 0.840, 0.757], [1.356, -4.242, 2.482], [-0.990, -3.211, -2.095], [4.329, -0.241, 1.445], [4.094, -1.092, 3.391], [-3.948, 1.853, 1.493], [-2.572, 5.801, -2.113], [-3.421, 3.320, 3.220], [2.578, 2.329, 0.421], [-1.504, 0.294, 0.350], [2.752, 4.704, 0.731], [-4.750, -2.204, -0.957], [2.137, -2.817, -4.340], [3.226, -1.324, 4.453], [1.060, -3.985, -5.774], [-0.451, 2.566, -2.096], [-0.106, -2.804, 1.818], [-0.513, -1.355, -0.227], [-3.877, -1.157, -1.046], [0.849, -3.277, 1.620], [-4.928, 2.229, 0.048], [-5.919, -4.234, 1.510], [1.236, -1.084, 5.217], [3.973, 4.696, 0.074], [4.513, 5.622, -0.074], [-4.269, 2.750, -0.649], [1.034, 2.270, -2.972], [0.785, -4.533, 3.353], [-3.161, -0.791, 0.024], [2.979, -0.465, -0.788], [2.339, 5.635, 1.096], [3.330, -4.451, 1.113], [-3.737, -0.577, -1.951], [-5.101, 3.533, 2.653], [0.198, 1.139, 0.968], [-2.484, 1.875, 1.024], [1.920, -0.233, -0.658], [-3.250, -1.504, 1.170], [-1.472, 1.151, -1.904], [1.041, -3.538, -4.789], [3.581, -1.845, 5.333], [-1.802, 6.560, -2.235], [1.447, -0.237, 3.260], [5.121, -1.427, 3.446], [4.496, 3.509, -0.423], [-5.340, -4.919, -0.013], [-5.283, 1.291, -0.372], [4.290, -4.910, 0.919], [-2.148, -0.948, 2.380], [1.591, -2.909, 0.500], [5.434, 3.512, -0.962], [1.691, 3.869, -2.962], [-2.077, 4.497, -0.961], [0.989, -2.384, -2.270], [-4.837, -2.873, 0.277], [-4.090, -2.534, 1.321], [3.006, -2.697, -4.973], [-0.936, -4.243, -4.343], [-0.113, -3.109, -2.724], [-2.843, 5.384, -3.081], [-5.771, -4.030, 0.453], [2.967, -1.660, -2.750], [-3.726, 4.195, 1.685], [2.316, 0.007, 2.199], [2.044, 3.523, 0.903], [1.078, 3.525, 1.392], [2.978, -5.576, 2.904], [-6.729, -3.839, -0.030], [0.597, 4.987, -2.227], [3.803, 2.323, -0.248], [1.562, 0.317, -1.535], [-5.355, -2.500, -1.803], [3.406, -3.221, -0.632], [3.642, -0.426, 2.264], [-4.065, 3.397, 2.346]],
  "relative_energy_ev": 0.000,
  "homo_lumo_gap_ev": [7.26, 7.50],
  "total_charge": 1,
  "lumo_energy_ev": [-2.391, -2.153],
  "total_energy_ev": -169885.8287,
  "multiplicity": 4
}